Entry 1:
Entry from the Open Molecules 2025 dataset: a single C17H27NO2 molecule (the ωB97M-V functional and the def2-TZVPD basis).

Computed properties:
frontier orbital gap	8.8	eV
energy	-869.18395	Eh
SMILES string	COc1ccccc1OCCCCN1CCC(C)CC1
strongest force on any atom	0.6	eV/A
LUMO level	0.86	eV

Geometry as ORCA input:
```
! RIJCOSX wB97M-V def2-TZVPD def2/J DEFGRID3
* xyz 0 1
O -1.4527 1.9022 -1.6235
O -2.3943 -0.3687 -0.8647
N 0.5650 1.0183 2.0532
C -1.6897 -0.3910 -2.0338
C 1.1781 -1.7805 2.7669
C -0.7234 -1.4279 -3.9780
C 1.8889 0.6196 2.4895
C -0.1992 -1.3449 2.2651
C -1.4734 -1.5140 -2.8122
C -1.1492 0.8516 -2.4365
C -0.4370 0.1308 2.6077
C -3.0091 -1.5554 -0.4332
C 2.2338 -0.8441 2.1777
C 1.4669 -3.2356 2.4085
C 0.8867 2.6614 0.2564
C 0.4405 1.2428 0.6231
C -0.7011 3.0929 -1.7070
C -0.1907 -0.2193 -4.3688
C -0.4021 0.9174 -3.6000
C 0.7509 2.9524 -1.2386
H 2.6242 1.2819 2.0285
H -1.8794 -2.4693 -2.5192
H 2.2790 -0.9893 1.0957
H -1.2334 3.7883 -1.0522
H -0.5617 -2.3150 -4.5712
H -0.4149 0.2537 3.6966
H -3.7417 -1.9185 -1.1619
H 0.7179 -3.8930 2.8452
H -0.2495 -1.4734 1.1817
H 0.0175 1.8560 -3.9263
H 2.4453 -3.5342 2.7793
H -0.9798 -1.9595 2.7183
H 1.2378 2.1555 -1.8054
H -0.7282 3.4959 -2.7288
H 1.2599 3.8908 -1.4699
H 1.4545 -3.3712 1.3285
H -0.6095 1.1274 0.3562
H 3.2190 -1.0783 2.5862
H 0.3935 -0.1460 -5.2735
H -2.2757 -2.3445 -0.2341
H 1.1954 -1.6786 3.8591
H -3.5195 -1.3012 0.4945
H 0.2928 3.3739 0.8305
H 1.9330 0.7720 3.5737
H 1.0207 0.5222 0.0245
H -1.4181 0.4496 2.2495
H 1.9318 2.7970 0.5425
*
```

=====

Entry 2:
Entry from the Open Molecules 2025 dataset: a single C17H27NO3 molecule (the ωB97M-V functional and the def2-TZVPD basis).

Computed properties:
frontier orbital gap	9.1	eV
energy	-944.39326	Eh
SMILES string	COc1cc(CNC2CCCCCC2)cc(OC)c1OC
strongest force on any atom	0.7	eV/A
LUMO level	0.88	eV

Geometry as ORCA input:
```
! RIJCOSX wB97M-V def2-TZVPD def2/J DEFGRID3
* xyz 0 1
O -5.0547 0.1661 0.0408
O -3.2737 2.4956 -0.2683
O -3.7871 -2.3485 0.2028
N 1.2530 0.7582 -0.7282
C -3.0494 -1.1865 0.0847
C -4.6394 2.8185 -0.4042
C 3.7844 0.1272 1.5758
C -2.8591 1.2081 -0.1298
C 4.9384 -0.3000 -1.2555
C 2.7086 0.8570 -0.7005
C -4.6337 -2.6454 -0.8923
C -5.6212 -0.1780 1.2915
C -3.6666 0.0711 0.0013
C -0.8680 -0.1725 0.0145
C 5.5227 -0.9276 0.0079
C 3.4116 -0.3705 -1.3048
C -1.4711 1.0623 -0.1169
C 0.6328 -0.2941 0.0539
C 3.1817 1.2388 0.7143
C 5.2628 -0.1280 1.2811
C -1.6695 -1.3016 0.1000
H 3.7011 0.4368 2.6212
H -5.1148 2.2427 -1.2005
H 5.3421 -0.8397 -2.1160
H 5.7814 0.8317 1.2167
H -6.6998 -0.0994 1.1628
H -5.3550 -1.8478 -1.0838
H 5.6987 -0.6779 2.1196
H -4.6562 3.8789 -0.6576
H -5.2934 0.5173 2.0730
H 5.2644 0.7384 -1.3393
H 3.0824 -1.2788 -0.7985
H 0.9361 0.6845 -1.6899
H 2.9321 1.7102 -1.3557
H -5.1887 2.6653 0.5284
H 2.3177 1.6683 1.2246
H 5.1120 -1.9339 0.1245
H -5.3585 -1.1955 1.5906
H 3.2228 -0.8009 1.4684
H -5.1600 -3.5594 -0.6219
H 0.9607 -0.1801 1.0921
H -4.0433 -2.8185 -1.7988
H -1.2408 -2.2886 0.1818
H 0.9093 -1.3114 -0.2730
H -0.8670 1.9501 -0.2054
H 6.6039 -1.0306 -0.1174
H 3.9246 2.0345 0.6329
H 3.0856 -0.4467 -2.3468
*
```

=====

Entry 3:
Entry from the Open Molecules 2025 dataset: a molecular structure, C17H28AuN5S2Si (the ωB97M-V functional and the def2-TZVPD basis).

Computed properties:
frontier orbital gap (alpha / beta)	4.6 / 4.3	eV
energy	-2159.35474	Eh
strongest force on any atom	2.1	eV/A
LUMO level (alpha / beta)	-9.45 / -9.57	eV

Geometry as ORCA input:
```
! RIJCOSX wB97M-V def2-TZVPD def2/J DEFGRID3
* xyz 2 1
Au 0.6231 0.7854 -0.4466
S 2.0773 -1.1026 -1.1825
S -0.1896 -0.2623 1.8376
Si -0.0915 3.3117 -2.7029
N 2.2107 -3.7236 -0.9447
N 0.1532 1.8097 3.5711
N 0.1036 -3.1022 -0.9816
N -1.0248 -1.0404 -1.0976
N 0.2255 -0.1984 4.4463
C 0.3919 2.0806 4.9812
C 0.2318 2.8659 -0.8807
C 3.6474 -3.6838 -0.9434
C -1.7378 2.6298 -3.3678
C 0.1561 -4.4845 -0.9246
C -3.4907 -2.2798 -0.9257
C 1.3040 2.7150 -3.8770
C -0.0518 5.2285 -2.8236
C -3.4088 -0.8987 -1.0064
C 0.1565 -1.6289 4.5394
C 1.3946 -2.6501 -1.0033
C 0.3121 0.6770 5.6072
C 0.0959 0.5031 3.3292
C -2.1522 -0.3372 -1.1041
C 1.4546 -4.8565 -0.9120
C -2.3248 -3.0231 -0.9222
C -1.0966 -2.3627 -1.0015
H 0.9083 5.6314 -2.5260
H 1.8835 -5.8385 -0.8955
H 2.2736 3.0556 -3.5359
H -1.9352 3.0448 -4.3525
H -0.8187 5.6834 -2.2091
H -2.0311 0.7308 -1.1826
H -1.7258 1.5495 -3.4754
H -2.3874 -4.0945 -0.8588
H -4.4469 -2.7745 -0.8664
H -0.2338 5.4941 -3.8598
H -0.6993 -5.1237 -0.9042
H 4.0289 -4.6988 -0.8582
H 0.5218 -2.0553 3.6037
H 4.0174 -3.2335 -1.8651
H 0.7718 -1.9736 5.3691
H 1.3111 1.6338 -3.9411
H 4.0095 -3.0857 -0.1058
H -4.2850 -0.2740 -0.9881
H -0.3725 2.7473 5.3807
H 1.0920 3.3911 -0.4760
H 1.3719 2.5465 5.1216
H -0.6265 3.0967 -0.2560
H -0.8722 -1.9648 4.6953
H 0.1075 2.5353 2.8793
H 1.1239 3.1204 -4.8665
H -2.5767 2.8994 -2.7331
H -0.5743 0.5540 6.2386
H 1.1942 0.4309 6.2030
*
```

=====

Entry 4:
Entry from the Open Molecules 2025 dataset: a molecular structure, C17H28CaN8SSe3Te (the ωB97M-V functional and the def2-TZVPD basis).

Computed properties:
frontier orbital gap (alpha / beta)	5.8 / 5.8	eV
energy	-9650.90278	Eh
strongest force on any atom	0.3	eV/A
LUMO level (alpha / beta)	2.33 / 2.33	eV
⟨S²⟩	0.77

Geometry as ORCA input:
```
! RIJCOSX wB97M-V def2-TZVPD def2/J DEFGRID3
* xyz -1 2
Te 2.2107 -2.4290 -0.5296
Se 0.0119 -3.5797 -1.1972
Se 2.3443 -2.7848 1.9435
Se -1.2068 -2.0065 -2.4460
Ca -0.4057 -0.2392 -0.2503
S -3.7156 1.0961 1.6515
N -2.1491 -2.4900 3.6062
N -0.6806 1.3659 -2.2919
N -1.3082 -1.9376 1.6844
N -0.8438 2.2940 0.4311
N -2.3777 -1.1220 2.0080
N 1.0058 0.4762 1.7958
N 1.6290 1.2511 -0.7914
N -2.9389 -1.4477 3.2088
C 3.7399 2.9245 -1.3741
C -1.1981 -2.7446 2.6819
C 0.0097 -2.2472 5.7002
C -0.8188 3.2449 -0.6650
C -1.3755 2.6015 -1.9351
C 3.6190 2.3592 -0.1177
C 2.5416 1.5178 0.1385
C -1.4879 -2.2240 5.9926
C 2.3758 0.8517 1.4819
C 2.7705 2.6631 -2.3298
C 0.6046 1.5031 -2.9591
C 0.2281 1.4946 2.4992
C 1.7197 1.8243 -1.9907
C -2.2743 -3.0185 4.9432
C -0.0879 2.6916 1.6077
C -2.5609 -0.0359 1.2094
C -2.0008 -0.7935 6.1267
H 4.5711 3.5803 -1.6020
H -0.4381 -3.5057 2.7607
H -3.3384 -3.0260 5.1843
H -2.4205 2.3381 -1.7552
H -1.8471 -0.2353 5.2023
H -1.3494 3.3369 -2.7533
H -1.4754 -0.2757 6.9319
H 4.3398 2.5658 0.6629
H 1.0518 -0.4029 2.3148
H 2.9586 -0.0772 1.4747
H -1.6636 -2.7461 6.9412
H 0.5896 2.2627 -3.7542
H -1.2767 0.7578 -2.8397
H -1.4011 4.1556 -0.4578
H -1.9210 -4.0513 4.9173
H -1.8133 2.0956 0.7006
H 2.8105 1.5019 2.2552
H 0.2391 -1.7349 4.7623
H 0.8476 3.1529 1.2733
H 0.3922 -3.2671 5.6193
H -0.7094 1.0381 2.8248
H 2.8138 3.1127 -3.3132
H 0.7548 1.8619 3.3941
H 0.2151 3.5660 -0.8241
H -0.6100 3.4468 2.2123
H 0.8259 0.5354 -3.4216
H -3.0707 -0.7680 6.3396
H 0.5634 -1.7413 6.4931
*
```

=====

Entry 5:
Entry from the Open Molecules 2025 dataset: a molecular structure, C17H28Cl35NOSi2 (the ωB97M-V functional and the def2-TZVPD basis).

Computed properties:
frontier orbital gap	9.9	eV
energy	-17480.31517	Eh
strongest force on any atom	3.0	eV/A
LUMO level	0.07	eV

Geometry as ORCA input:
```
! RIJCOSX wB97M-V def2-TZVPD def2/J DEFGRID3
* xyz 0 1
Cl -1.8393 -1.6644 5.8096
Cl -9.3150 -2.4837 -0.7594
Cl 6.0302 -2.2273 6.7430
Cl -6.9469 1.3049 6.5800
Cl -3.9042 4.5552 -0.0158
Cl -0.0013 0.5545 5.4834
Cl 2.3406 -2.5989 3.6536
Cl 2.2549 -5.4654 4.0975
Cl -1.1963 -0.7090 3.1670
Cl 4.7692 0.2620 5.9488
Cl -0.1252 -5.5228 0.2036
Cl -6.0171 2.5517 4.1343
Cl 6.7268 -0.1058 -1.7070
Cl -4.8609 0.0406 5.0140
Cl -7.9113 -4.2753 1.0376
Cl 5.2457 -2.5589 -3.7564
Cl 0.0228 -2.6318 -0.0994
Cl 6.8361 2.4868 -2.9451
Cl 5.2039 -0.9196 -7.2242
Cl -6.7147 -1.7407 0.2776
Cl -7.8274 2.2889 -3.6307
Cl 6.1051 0.1899 -4.5383
Cl 2.5983 0.3243 -6.9951
Cl -6.4011 0.5667 -1.7809
Cl -3.3336 7.1049 1.2413
Cl -5.2009 3.0738 -2.6781
Cl 3.9118 -1.0934 8.3664
Cl 2.8152 -2.5614 -7.1545
Cl -3.9788 6.9851 -1.5835
Cl 1.0075 -3.6601 5.9962
Cl 4.1518 -4.0746 -1.5408
Cl 6.5546 -4.9948 -2.8844
Cl 2.8884 5.1287 -0.1954
Cl -1.4751 -3.7298 2.0571
Cl -2.7877 -0.8745 -2.9167
Si 1.7333 3.4127 -0.2815
Si -0.8619 2.8329 -1.1803
O 0.1641 3.8761 -0.3757
N 2.1510 2.3233 -1.5170
C -1.4377 -0.2431 4.8495
C -2.5833 0.7976 -0.8468
C -7.7409 -3.0772 -0.2449
C 3.5030 -1.0252 -7.6744
C 7.0922 0.7672 -3.1863
C -0.9755 -3.9929 0.3894
C 3.4543 1.7074 -1.3529
C -6.2448 1.7164 -3.1089
C 3.3323 0.1791 0.5802
C 1.3973 -3.9400 4.2990
C 4.5318 -1.3007 6.7302
C -6.3251 1.0247 4.9574
C -2.0343 -0.4592 -1.3685
C 5.0094 -4.1689 -3.0804
C -3.2047 6.1548 -0.2358
C -1.5209 1.4902 -0.0782
C 3.2376 0.2930 -0.8876
H 3.9834 -0.2996 -1.3202
H -5.7870 1.1979 -3.9313
H -0.2960 2.2904 -2.4291
H -1.8517 -4.0133 -0.2335
H -2.0155 3.6299 -1.6007
H 3.8020 -1.8505 6.1627
H 0.4800 -3.9949 3.7454
H 2.5089 0.5595 1.0507
H 4.0750 2.2083 -0.6891
H 3.4346 -0.9717 -8.7443
H -3.3818 0.6103 -0.2276
H -7.0675 0.4852 4.4011
H 3.9521 1.6599 -2.2504
H 8.1255 0.6023 -3.4269
H 3.4057 -0.8239 0.8208
H 2.3317 -0.0120 -1.2404
H 4.1958 0.6468 0.8890
H -2.2243 -1.2130 -0.7165
H -1.0298 -0.3288 -1.5059
H -7.2694 -3.5518 -1.0848
H 1.8953 2.7246 0.9975
H -1.9168 1.9300 0.7558
H -2.8939 1.3579 -1.6578
H 2.0144 2.6873 -2.4186
H -2.2581 0.4467 4.9031
H 4.4088 -4.7403 -3.7634
H -0.7647 0.8370 0.1908
H -2.1601 6.0322 -0.4685
*
```

=====

Entry 6:
Entry from the Open Molecules 2025 dataset: 3 unconnected molecules or ions with the total composition C17H28ClIN2O4P2 (the ωB97M-V functional and the def2-TZVPD basis).

Computed properties:
frontier orbital gap	8.3	eV
energy	-2515.51351	Eh
SMILES string	CCOP(Cl)(C[C@H](C)I)(OCC)P(O)O.c1ccncc1.c1ccncc1
strongest force on any atom	3.8	eV/A
LUMO level	0.33	eV

Geometry as ORCA input:
```
! RIJCOSX wB97M-V def2-TZVPD def2/J DEFGRID3
* xyz 0 1
I -3.5579 0.6435 2.8937
Cl 0.8209 -0.4620 3.0384
P 0.5648 0.2455 -1.2402
P 0.8011 -0.2269 0.9215
O 0.7466 1.9997 -1.4593
O 0.6932 -1.9365 0.6524
O 1.9563 -0.3862 -2.1455
O 2.2090 0.7792 0.8856
N -0.6010 4.2781 0.8598
N -3.4675 -4.1571 -2.4930
C -4.0911 -4.0004 -3.6808
C -2.0445 -3.6192 -4.8402
C 3.2824 0.3284 1.7766
C -2.1244 -0.3831 1.5703
C -1.3736 -3.7735 -3.6316
C -2.1214 -4.0409 -2.4961
C 0.1891 5.4313 2.8278
C -0.9072 0.6858 1.1545
C -1.2679 5.4035 0.5220
C -2.8427 -0.9884 0.1864
C 0.1132 4.3187 2.0055
C -0.5070 6.5756 2.4523
C -3.4304 -3.7350 -4.8695
C 2.4690 -3.7919 1.2092
C 4.7063 0.8103 1.0394
C 1.9601 -2.5424 0.2279
C -1.2502 6.5656 1.2767
H 4.5780 0.5434 -0.1014
H 3.4236 -4.2399 0.6498
H 0.7770 5.4068 3.7384
H -5.1729 -4.0963 -3.6512
H 4.8398 1.9915 1.1334
H -0.8351 1.5796 1.9202
H -1.2871 1.1713 0.1330
H -1.8029 7.4413 0.9559
H -1.8359 5.3448 -0.4019
H -3.9826 -3.6206 -5.7954
H 2.7876 -0.2415 -1.5709
H 3.3866 -0.8303 1.8999
H -1.7343 -1.3207 2.1505
H 1.7386 -3.0670 -0.8216
H -0.4703 7.4677 3.0707
H -3.9468 -1.2940 0.4402
H 0.6418 3.4024 2.2534
H -1.4921 -3.4101 -5.7517
H 1.6866 -4.6834 1.2414
H -0.2944 -3.6882 -3.5752
H -2.2232 -1.9432 -0.1557
H 2.8270 -3.4368 2.2646
H 5.6486 0.2255 1.4811
H -2.8345 -0.1645 -0.6446
H 3.3026 0.8939 2.8279
H 0.1656 2.4927 -0.8097
H 2.8276 -1.7728 0.0044
H -1.6437 -4.1729 -1.5296
*
```

=====

Entry 7:
Entry from the Open Molecules 2025 dataset: a molecular structure, C17H28IN9O13S2 (the ωB97M-V functional and the def2-TZVPD basis).

Computed properties:
frontier orbital gap	7.9	eV
energy	-3228.99742	Eh
strongest force on any atom	3.2	eV/A
LUMO level	-0.72	eV

Geometry as ORCA input:
```
! RIJCOSX wB97M-V def2-TZVPD def2/J DEFGRID3
* xyz 0 1
I -0.7534 4.6663 -4.1740
S 0.1648 0.3777 -1.6295
S 0.6643 6.7091 2.0846
O -6.9342 -1.1079 0.7647
O 3.5274 -4.7243 -3.9820
O 3.4449 -3.3802 -0.2047
O 0.5801 -3.8136 0.5359
O 4.9124 0.5612 2.0696
O -2.0931 -2.5574 0.8010
O 5.3753 -0.6434 0.3431
O 1.6791 -2.3005 -0.8017
O 0.3668 7.0858 -2.3678
O 2.5378 -2.8512 -3.5855
O -1.1040 2.8259 0.9009
O 1.5325 -5.7110 0.1763
O -5.6332 -0.3310 2.2950
N 3.0405 -3.6688 -4.3280
N 1.0721 -4.6566 -0.1925
N 0.6938 7.1404 0.5445
N 2.5589 -2.5785 -0.0108
N -2.9317 0.7692 2.0971
N 0.0372 5.2041 1.9912
N -6.2405 -1.2310 1.7462
N -1.4755 2.5807 -1.8169
N 5.5491 0.3146 1.0671
C -0.8833 3.7691 -1.2601
C -2.0283 -1.5021 1.7528
C -6.1181 -2.5972 2.3224
C -0.7276 3.8626 0.0908
C -3.3227 1.9994 1.3884
C -0.5860 -1.1931 2.1848
C 3.0672 -3.3601 -5.7836
C -0.4949 4.8751 -2.1040
C 6.6346 1.2576 0.6850
C -0.1588 5.0330 0.6915
C -0.7094 1.6345 -1.9056
C 0.0179 6.0136 -1.5691
C 1.1146 -4.3626 -1.6501
C -2.6091 -0.2645 1.0784
C 0.2126 6.1148 -0.1626
C -2.3366 3.1234 1.6089
C 2.5505 -1.8812 1.3021
H -0.5573 -0.7766 3.1898
H 7.5634 0.6954 0.6712
H -5.4684 -2.5489 3.1883
H 6.3977 1.6428 -0.3022
H -1.8642 0.1800 0.4147
H -2.7934 4.0551 1.2572
H 2.6018 -2.3939 -5.9382
H -1.3007 -3.0966 0.9106
H 0.5495 -5.1449 -2.1508
H 0.0112 -2.1078 2.1501
H 3.4833 -1.3406 1.3889
H -2.6651 -1.7289 2.6203
H 2.1518 -4.3762 -1.9500
H 6.6708 2.0550 1.4176
H -4.3054 2.3384 1.7331
H -3.3916 1.8491 0.3041
H 1.7039 -1.2035 1.3287
H -2.0811 3.2757 2.6593
H -5.6957 -3.2365 1.5526
H 0.6715 -3.3894 -1.8182
H -0.4015 7.6696 -2.3713
H -7.1161 -2.9239 2.5987
H 2.4639 -2.6414 2.0732
H -3.7887 0.4173 2.5110
H -0.1429 -0.5056 1.4625
H -3.5157 -0.4719 0.4922
H 2.5179 -4.1459 -6.2935
H 4.1076 -3.3480 -6.0938
*
```

=====

Entry 8:
Entry from the Open Molecules 2025 dataset: a single C17H28N2O2 molecule (the ωB97M-V functional and the def2-TZVPD basis).

Computed properties:
frontier orbital gap	9.0	eV
energy	-924.52181	Eh
SMILES string	Cc1cccc(C)c1OCCOCCN1CCN(C)CC1
strongest force on any atom	0.7	eV/A
LUMO level	0.85	eV

Geometry as ORCA input:
```
! RIJCOSX wB97M-V def2-TZVPD def2/J DEFGRID3
* xyz 0 1
O -0.3938 -1.5325 -0.6104
O 2.4323 -0.4954 1.4393
N -2.5684 0.0932 0.1267
N -5.4468 0.2495 0.4054
C 2.1862 2.2686 0.8391
C -4.6762 1.4207 0.0296
C 4.4251 -0.7165 0.0832
C -2.0930 0.1695 -1.2414
C 0.5184 -0.5896 -0.0920
C 4.2223 1.9761 -0.5869
C 5.3476 -0.1243 -0.7686
C 1.4739 -1.3401 0.8398
C -6.8270 0.3561 -0.0085
C 5.2435 1.2095 -1.1149
C -3.3912 -1.0581 0.4464
C -4.8157 -0.9540 -0.1077
C 3.3689 0.0571 0.5738
C 4.5929 -2.1524 0.4847
C 3.2776 1.4165 0.2626
C -3.2487 1.2930 0.5740
C -1.2211 -1.0379 -1.6318
H 4.1113 -2.3379 1.4418
H 2.5966 3.2091 1.2015
H -6.9419 0.4276 -1.1031
H -2.9020 -1.9619 0.0865
H 5.6505 -2.3942 0.5687
H -4.6510 1.5557 -1.0688
H 4.1505 3.0260 -0.8323
H -2.6622 2.1697 0.2890
H -7.2669 1.2437 0.4444
H 1.4405 2.4989 0.0778
H -1.4929 1.0825 -1.3127
H 0.9054 -1.7725 1.6658
H 1.9447 -2.1510 0.2722
H -1.8467 -1.8876 -1.9159
H -0.6166 -0.7480 -2.5078
H 4.1573 -2.8188 -0.2610
H 1.6996 1.7517 1.6608
H -7.3713 -0.5205 0.3403
H -2.8959 0.2449 -1.9947
H -4.7959 -0.9613 -1.2144
H -3.4498 -1.1094 1.5374
H 6.1626 -0.7202 -1.1539
H -5.3978 -1.8171 0.2237
H -5.1521 2.3027 0.4654
H 5.9682 1.6548 -1.7804
H -0.0119 0.1902 0.4670
H -3.2991 1.2452 1.6655
H 1.0904 -0.1226 -0.9105
*
```